# 1
# C36H76N4O4

A cluster of 4 separate species, C36H76N4O4 in total (ωB97M-V with the def2-TZVPD basis set, OMol25).

XYZ file:
```
120
Properties=species:S:1:pos:R:3:lowdin_spin:R:1
C -3.1417 -1.8172 -3.3871 0.000
C -5.0138 -5.4385 4.0775 0.000
H 0.6715 2.1492 -5.0221 0.000
C -2.1336 -2.7327 3.8888 0.000
H -3.7208 -0.9160 0.2002 0.000
C 1.6348 6.2315 -2.5388 0.000
C -2.9561 2.1745 -1.4099 0.000
H 5.7658 1.7288 1.3199 0.011
H 3.4231 4.0316 1.2496 0.000
H -0.6554 4.8254 -3.6795 0.000
H -0.6166 -2.6653 -3.8461 0.000
C -1.5285 -2.9921 5.3386 0.000
C 4.2105 -0.6467 3.3995 0.049
C -1.0235 -3.1205 2.8335 0.000
H -1.3500 -3.3137 1.8117 0.000
H -5.2713 0.3842 -1.7300 0.000
H 3.8085 0.6693 -3.4350 0.000
H -2.8123 -6.8901 3.4158 0.000
C -3.4798 -4.9298 4.0517 0.000
H -5.6540 -4.6523 4.4777 0.000
C 1.2011 1.4768 -4.3472 0.000
H 2.7105 0.7419 -2.1928 0.000
C -4.4529 -1.3150 -2.7421 0.000
C 4.1584 -0.2243 1.8656 0.044
C -1.6085 -4.5474 5.7637 0.000
H -1.3325 -4.7436 6.7998 0.000
C 2.6006 2.2914 3.2167 0.047
H -4.5150 -1.8221 -1.7792 0.000
H 0.2034 -1.1243 -3.3233 0.000
C -1.7826 -2.3419 -1.3311 0.000
C -3.1234 0.6368 -1.4569 0.000
O 1.0125 3.3679 -1.9090 0.000
H 5.1332 -0.2109 3.7827 0.001
H -4.3901 0.7593 -3.1566 0.000
C 2.9613 -0.9956 1.2010 0.001
H 4.3486 3.0411 -4.5348 0.000
H -5.1668 -6.2887 4.7423 0.000
C -2.5042 -1.2312 3.8880 0.000
H -3.1746 -2.9046 -3.4541 0.000
H -3.8067 2.8493 -1.3137 0.000
H -4.2215 0.5915 0.4179 0.000
H -1.5867 -5.6572 3.2301 0.000
H -2.9912 -1.0448 2.9308 0.000
H 3.6717 5.3820 -4.0780 0.000
H -2.1616 -2.4115 6.0095 0.000
H -2.6151 0.3062 0.6722 0.000
N -1.9658 0.0684 -2.1783 0.000
C -2.6587 -5.8418 3.1596 0.000
C 2.6777 5.2166 -4.4936 0.000
H 5.4646 -0.4192 -0.0240 0.000
C -4.3372 0.1624 -2.2460 0.000
H 1.9139 3.6816 0.4351 0.001
H -1.6237 -0.5944 3.9728 0.000
H 1.6418 3.2509 -1.1935 0.000
C 2.8731 3.2515 0.7232 0.014
C -2.9959 -5.0659 5.5001 0.000
H -3.1822 -1.3723 -4.3814 0.000
H -0.5049 -4.0300 3.1365 0.000
H -3.2316 -1.0040 4.6673 0.000
C -3.3858 0.0864 -0.0665 0.000
H 1.9457 4.0993 -6.1352 0.000
H 3.4991 4.6417 -6.2251 0.000
H 6.3740 -0.4972 1.3527 0.000
N 4.0642 1.2427 1.7143 0.640
O -0.8190 0.5221 -1.6241 0.000
O 5.1938 1.9911 2.0449 0.114
H 1.2605 7.0873 -3.1008 0.000
H 2.9998 -1.0766 0.1147 0.000
H -2.6285 -2.9749 -1.0631 0.000
H 2.6196 6.5222 -2.1732 0.000
H -5.3418 -1.4880 -3.3487 0.000
C 1.6698 1.1076 1.0432 0.002
H 3.3246 -0.5454 4.0264 0.001
N -3.4253 -3.5803 3.6336 0.000
H 2.8397 -1.9548 1.7040 -0.001
C 1.5638 4.9716 -3.5411 0.000
H 1.8207 3.0338 3.3859 0.009
H 0.9363 6.0578 -1.7202 0.000
H -0.4621 -2.7828 5.2537 0.000
C 2.3455 2.3501 -3.7135 0.000
C 3.2438 1.4101 -2.8689 0.000
H -2.3386 2.4102 -0.5431 0.000
H 1.3178 0.4568 -4.7136 0.000
H 4.5822 -1.6668 3.3021 0.005
H 0.4976 1.3827 -3.5199 0.000
H 0.0935 6.0683 -4.6042 0.000
H -0.9678 -1.0984 -4.5586 0.000
O -4.0165 -3.3249 2.3793 0.000
H -0.3129 -2.3038 2.7065 0.000
H 4.0883 1.9035 -2.3876 0.000
C 2.8227 4.1967 -5.4953 0.000
H 1.6134 1.1478 -0.0446 0.000
H -5.4734 -5.7495 3.1393 0.000
H 3.4036 2.0673 -5.6651 0.000
N 1.8911 3.6083 -2.9560 0.000
C 0.2204 5.0308 -4.2951 0.000
H 0.1593 4.3685 -5.1587 0.000
H -2.8175 -5.7154 2.0887 0.000
H 0.8082 1.6564 1.4233 -0.001
C 3.3430 2.8507 -4.9096 0.000
H 2.4356 6.1801 -4.9421 0.000
C 1.6086 -0.3337 1.5511 0.000
H 3.4263 3.0831 -0.2007 0.000
H 1.4733 -0.3993 2.6307 0.000
C 2.7807 2.0048 1.6729 0.039
H -4.8594 -2.8788 2.4894 0.000
H -0.9064 -5.1691 5.2083 0.000
H -0.9562 -3.0093 -1.5754 0.000
C 5.3876 -0.7943 0.9965 0.019
H 2.3473 1.4533 3.8659 0.000
C -1.9068 -1.3671 -2.5620 0.000
H -2.9585 -6.1334 5.7172 0.000
H -2.5789 2.6333 -2.3239 0.000
H -3.7177 -4.6138 6.1803 0.000
H -0.5058 1.2632 -2.1479 0.000
H 0.8013 -0.9164 1.1076 0.000
H 3.4379 2.8196 3.6730 0.001
H 5.4050 -1.8794 0.8941 0.002
C -0.7281 -1.6042 -3.6233 0.000
H -1.3337 -1.8158 -0.4885 0.000
```

## Properties
Frontier orbital gap (spin up / spin down) (eV): 7.23 / 3.63
Net charge: +1
Relative energy (zero: lowest compared OMol25 entry of this formula, charge and spin) (eV): 0.000
E_HOMO (spin up / spin down) (Ha): -0.3592 / -0.3592
Multiplicity: 2

# 2
# C36H77F4N2O32P5S4V

A structure of composition C36H77F4N2O32P5S4V (ωB97M-V with the def2-TZVPD basis set, OMol25).

XYZ file:
```
161
Properties=species:S:1:pos:R:3:lowdin_spin:R:1
C -6.5364 -0.3761 5.4395 0.000
H -8.1356 -1.4869 4.5494 0.000
H 2.1607 -3.3073 2.1527 0.000
O -0.9764 -3.3508 2.7586 0.016
C -3.8219 3.6364 3.5539 0.000
C -2.2754 -0.6945 -4.5764 0.000
O 0.9943 -0.8585 -0.4128 0.000
H -6.3785 0.6139 5.8674 0.000
H 2.0492 -5.0205 1.8910 0.000
C -3.7422 0.6432 -8.6334 0.000
H -3.3644 4.3315 2.8499 0.000
H 5.2193 1.0311 -0.0236 0.000
O 7.1147 1.8774 1.3125 0.000
O -5.4183 -0.6890 4.5752 0.001
C 5.6234 1.9228 -0.5028 0.000
V -1.9808 -1.5233 2.7405 2.686
H -3.8653 1.7181 -8.7657 0.000
H -0.1811 3.6437 1.5308 0.000
H -8.6685 -0.0998 5.5247 0.000
H -0.3972 -0.9539 -5.6067 0.000
C -0.9451 3.9318 0.8087 0.000
C -1.3879 -4.2573 2.0193 0.001
H 2.6479 3.2435 4.0659 0.000
C 1.4653 2.4291 -2.9688 0.000
S 0.2820 -0.3506 0.7459 0.010
O -1.0353 -7.6285 0.9049 0.011
C 2.4718 -4.4667 3.9233 0.000
C -1.1175 -1.5347 -5.0304 0.000
S 0.1097 -1.0906 5.3444 0.013
F -3.1739 -0.3110 -0.2933 0.002
H -0.6419 -1.8321 -4.0959 0.000
O -5.2901 -0.8108 -5.4176 0.000
N -1.1760 -0.8410 1.0748 0.043
H -5.5495 -1.8513 0.3346 0.000
P 1.7378 4.7564 -1.7829 0.000
C -2.8401 -6.0768 0.3251 0.002
H 4.4350 -1.6301 -3.0328 0.000
C 4.0976 -2.2504 -2.2024 0.000
O -0.0228 -0.7975 6.7421 0.005
H 8.3214 4.2223 5.7719 0.000
H 6.6249 4.5524 6.5142 0.000
H 5.0981 -5.9947 -2.3969 0.000
C -1.5448 -6.4483 1.0267 0.002
C -7.2623 -2.0510 -4.9117 0.000
C 3.8888 -6.3527 -0.5305 0.000
O 0.7018 1.4339 4.4228 0.004
O -4.5813 0.2104 -7.6039 0.000
P 4.5254 -4.0392 0.5541 0.000
H 2.4027 2.3620 2.5737 0.000
O -1.3976 0.7108 -1.2578 0.007
H 4.9162 2.7117 -0.2467 0.000
H -5.4838 3.3583 2.2222 0.000
C 4.2583 -6.5626 -1.9966 0.000
C -2.7729 -3.9215 1.3418 -0.001
C 4.1350 3.8133 2.4767 0.000
H -1.0117 3.9323 -1.3208 0.000
H -8.2455 -2.4358 -5.1823 0.000
H 7.4297 3.0545 -0.2041 0.000
H 0.0213 -5.9159 2.3523 0.000
O -3.5961 -0.2472 2.8230 0.035
H 5.5505 1.6996 -1.5673 0.000
H -7.2435 -1.4602 -0.0663 0.000
C 1.8759 0.9249 -2.8363 0.000
C 2.6137 -4.2593 2.4295 0.000
C 5.3391 5.9283 -1.5292 0.000
H -6.6096 -2.9135 -5.0472 0.000
H -1.8456 3.3434 0.9851 0.000
O 3.5701 -5.0208 -0.3508 0.000
P -4.9882 0.1195 3.2068 0.011
H -5.9425 -0.9412 -1.1537 0.000
H 4.4259 -6.9302 0.2219 0.000
C 7.0419 2.0480 -0.0473 0.000
H 5.5460 4.8881 -1.7809 0.000
O 0.6259 1.0137 1.1468 0.005
C -0.3060 3.8091 -0.4993 0.000
H 7.0941 2.1437 5.8286 0.000
O -5.3656 1.7050 3.5080 0.002
O 2.2122 3.1896 -2.0183 0.000
H -3.0075 -0.0181 -10.6621 0.000
H -1.9508 0.0684 -3.8688 0.000
H 3.0092 -2.2955 -2.1654 0.000
C 3.9513 6.3246 -1.9499 0.000
H 2.9385 -6.8722 -0.4082 0.000
H 4.0474 4.1324 1.4381 0.000
C 2.7058 3.3267 2.9806 0.000
H 4.0722 -0.8027 -0.7246 0.000
O 1.4214 -1.3840 4.8367 0.007
O 5.0947 2.7597 2.5539 0.000
H -6.5244 -1.0765 6.2746 0.000
H -6.8707 0.8970 0.4809 0.000
H 3.8500 6.2705 -3.0338 0.000
H 5.5125 6.0303 -0.4579 0.000
H -7.0661 -0.0022 -5.4552 0.000
O 7.0825 4.4119 1.9745 0.000
C 7.2382 4.2675 5.6594 0.000
O 3.9304 -4.3014 2.0800 0.000
O 3.9529 -2.5563 0.3031 0.000
H 4.4966 4.6029 3.1353 0.000
H 6.9058 5.0995 5.0386 0.000
H 3.7654 7.3559 -1.6497 0.000
H 2.2946 0.7107 -1.8530 0.000
H 0.0487 2.7787 -0.5212 0.000
C -3.4136 -4.9015 0.5904 0.005
H 2.5534 -5.5187 4.1969 0.000
H -7.9633 0.2421 3.9672 0.000
H 2.6788 0.6390 -3.5158 0.000
H 5.5820 -1.6914 -0.7689 0.000
H -1.2414 4.9681 0.9712 0.000
O 3.1321 5.4535 -1.2143 0.000
C -6.1184 0.1740 0.7964 0.000
H -3.1062 2.9917 4.0640 0.000
H -4.4655 4.1604 4.2605 0.000
O 7.3599 2.5086 3.8329 0.000
O -2.8488 -0.0900 -5.6829 0.000
H -3.0265 -1.2894 -4.0567 0.000
S -1.7073 -0.5415 -0.6054 0.013
H 4.4682 -3.2378 -2.4779 0.000
H 5.6983 2.8484 5.0663 0.000
H -5.1515 0.6128 0.5500 0.000
H -7.2449 -1.7756 -3.8572 0.000
H -4.7326 0.3683 -10.4836 0.000
H 1.5118 -4.1206 4.3062 0.000
O -3.2257 -2.7352 1.5413 0.010
F 0.9338 -1.1961 1.9511 0.008
C -3.8662 -0.0757 -9.9933 0.000
O -1.4931 1.5705 5.4650 0.003
O 0.7680 4.6871 -0.5133 0.000
H 0.9879 0.3122 -2.9917 0.000
P 6.7281 3.0530 2.4309 0.000
H -2.7113 0.4896 -8.3147 0.000
O -1.7394 -1.7708 -1.3881 0.007
C -7.9247 -0.4495 4.8088 0.000
C -4.7804 2.7322 2.7712 0.000
H -4.1370 -1.1172 -9.8203 0.000
H 0.3998 2.5737 -2.7901 0.000
H 2.0059 4.1308 2.7531 0.000
H 3.4679 -6.1920 -2.6494 0.000
H -1.4538 -2.4073 -5.5904 0.000
H -4.3927 -4.6963 0.1833 0.000
P -4.0359 -0.8608 -6.4545 0.000
C 6.7872 2.8885 5.0944 0.000
H 6.1191 6.4526 -2.0811 0.000
H 3.2861 -3.9868 4.4661 0.000
O -3.6536 -2.2290 -6.9686 0.000
O -6.1781 -0.2286 2.1522 0.001
N -0.9676 -0.5306 4.1289 0.052
H -4.2269 2.2499 1.9655 0.000
O -3.4712 -6.8547 -0.5238 0.014
C -0.8930 -5.6252 1.8564 0.004
C -6.6429 -0.9361 -5.8251 0.000
F -0.4911 -2.5981 5.3156 0.005
H -6.8597 -1.0871 -6.8826 0.000
O 1.1444 5.4552 -2.9949 0.000
O 6.0119 -4.1192 0.3611 0.000
F -1.2917 1.6179 3.1247 0.004
S -0.6670 0.9413 4.4913 0.010
H 7.6913 1.3203 -0.5340 0.000
C 4.4982 -1.8030 -0.8027 0.000
H 1.6196 2.8495 -3.9625 0.000
H 4.4953 -7.6135 -2.1624 0.000
C -6.2124 -1.1097 -0.1111 0.000
```

## Properties
Frontier orbital gap (spin up / spin down) (eV): 5.83 / 5.87
Net charge: -2
E_HOMO (spin up / spin down) (Ha): -0.0922 / -0.0940
Multiplicity: 4

# 3
# C36H77N3NbO9

A structure of composition C36H77N3NbO9 (ωB97M-V with the def2-TZVPD basis set, OMol25).

XYZ file:
```
126
Properties=species:S:1:pos:R:3:mulliken_charge:R:1
H 1.0479 0.8956 4.0497 -0.512
H 0.1020 -2.2811 2.1426 -0.263
C -1.2354 -5.7402 3.5698 -0.481
H 5.0795 6.4849 4.7460 0.257
C 0.1737 -6.2475 1.7394 -0.524
H -0.9358 -1.6491 -0.1651 0.353
H 2.4530 0.9922 2.0974 0.257
O 0.0622 -5.2165 3.8668 -0.258
N 0.0245 -3.2218 -2.7869 -0.567
H -1.3587 -6.6954 4.0936 0.291
H -2.6584 3.8417 2.8384 0.296
H -1.1122 5.3432 1.7779 0.331
H -6.9941 3.9685 -5.2827 0.222
H -7.9622 5.7414 -7.2512 0.252
C 0.7974 -6.7414 7.1084 -0.209
C 4.4569 6.4912 2.6743 -0.587
H 0.3888 -7.2954 1.9623 0.264
H 4.3731 -1.8520 -7.7491 0.268
H 2.8405 -5.0283 7.8175 0.266
H 2.5196 8.0073 4.0992 0.277
H -1.3494 3.6766 -2.6873 -0.038
C 3.0300 7.1057 4.4563 -0.471
H 0.8723 0.2035 -1.2860 -0.200
H -0.4002 -2.6933 -3.5396 0.301
C 0.0040 -2.4142 -1.6000 0.186
H 2.8238 5.2279 1.9270 0.249
H 2.8684 1.1978 -3.5925 0.271
H -0.2580 2.3049 3.9237 0.147
H 3.7663 -2.5727 -5.1692 0.326
Nb -1.2581 1.8735 -3.0677 -1.021
C 1.8940 -6.4384 9.1530 -0.477
H -7.6399 2.3365 -5.3943 0.220
H -1.9823 -6.7053 1.7548 0.338
H -6.7977 -0.5776 -2.5037 0.310
H -1.5795 -4.9953 1.5708 0.216
H 3.1928 -0.5781 2.4634 0.403
C 0.8446 -1.2533 3.9254 -0.503
H -5.5922 3.1279 -7.0392 0.276
H 1.6152 1.0480 -4.7998 0.316
H 2.8717 7.0232 5.5326 0.254
C -1.1178 2.3844 3.2523 -0.409
H 1.4485 -6.9028 6.2436 0.162
O 2.4583 5.9680 3.8147 -0.371
C 4.6240 -1.3871 -6.7950 -0.292
H -8.9368 4.8736 -8.4539 0.287
H 0.7545 -4.6223 6.5917 0.094
C 0.9054 -5.3399 2.7170 -0.036
O 5.9132 -0.7725 -6.9037 -0.418
C 2.2618 -0.0018 2.5030 -0.614
H -0.1784 -7.1764 6.8911 0.238
H 0.1470 1.5177 1.6751 -0.588
C 1.5582 -0.4372 -3.2453 0.029
C -4.1790 0.7384 -3.4174 -0.125
H 1.3689 2.2086 -1.9734 0.387
H -3.6825 1.6809 -1.5547 0.353
C -6.6657 3.0615 -7.2134 -0.420
O 1.2866 -0.6572 1.6887 -0.260
H -1.5042 1.8872 1.1636 0.105
H 0.2128 4.8609 2.8558 -0.040
C 4.7244 -2.3875 -5.6520 -0.548
C 5.7451 -1.7097 -4.7417 -0.333
C 0.9966 2.0744 -2.9910 -1.534
C -3.4896 1.8489 -2.6170 -0.842
H -1.9892 -5.0437 3.9386 0.306
H 1.0564 -4.3435 2.2882 -0.199
C -0.6792 2.2199 1.7999 0.591
H 1.2409 -6.3808 10.0315 0.270
H -9.4107 3.0803 -6.9244 0.276
C 1.7968 0.9942 -3.7251 -0.274
C 4.5032 7.1178 4.0672 -0.547
C 3.3691 5.4396 2.8465 -0.270
C -1.2849 -5.9265 2.0590 -0.565
H 0.4476 -6.0545 0.7039 0.354
H -1.8564 1.6411 3.5534 0.404
H 1.1800 3.0324 -3.4914 0.575
C -8.2329 4.7483 -7.6287 -0.427
H 2.4624 0.0444 4.6815 0.456
H 4.1499 7.2352 1.9366 0.282
H -3.8109 -0.2340 -3.1003 0.338
H 7.1829 -0.1862 -5.3942 0.281
H -1.6742 4.2753 4.2430 0.389
C 0.7209 -5.2660 7.4687 -0.238
C -0.6691 4.5017 2.3129 -0.166
H 0.6549 -0.8271 -3.7078 0.122
H -0.2040 -5.0572 8.0117 0.268
C 1.5457 -0.5272 -1.7369 0.171
H -1.0998 1.2991 -1.3090 0.323
H 7.4783 -1.8081 -6.0512 0.246
N 1.2638 -1.8816 -1.2126 -0.378
O -7.0583 4.1047 -8.1172 -0.415
C 0.2937 -1.2711 2.5103 0.066
H 2.3816 -1.0661 -3.5996 -0.189
O -6.2683 -0.4876 -3.2956 -0.463
H -1.4332 2.2645 -4.8739 -0.086
H 0.0609 -1.2590 4.6812 0.432
H 3.8809 -0.6130 -6.5793 0.183
H 3.7825 4.4996 3.2278 0.226
C -5.6803 0.7748 -3.2924 0.292
H 1.2278 -1.7902 -0.2058 0.299
H 6.2438 -2.3931 -4.0559 0.393
O 1.3628 -7.4038 8.2458 -0.447
H 1.8748 -5.7355 3.0230 0.310
O -0.2616 3.5159 1.3672 -0.422
H -0.6030 -3.9969 -2.6184 0.322
H 4.9343 8.1179 4.0856 0.338
H -9.3512 4.4233 -5.7762 0.350
H 1.8569 -4.2522 9.0635 0.347
H -1.3122 0.1209 -3.6257 0.151
H 5.2596 -0.9287 -4.1529 0.078
H -6.8828 2.0949 -7.6815 0.258
C -7.4879 3.2590 -5.9481 -0.283
H 5.4053 6.0642 2.3527 0.346
H 5.1157 -3.3413 -6.0148 0.290
H -0.6342 -0.6934 2.4325 0.263
H -3.8961 2.8334 -2.8440 0.405
H 1.4827 -2.1253 4.0889 0.137
C -8.7722 3.8652 -6.5109 -0.607
H 2.8820 -6.7661 9.4795 0.277
H 2.5556 -0.2812 -1.3952 0.335
C 6.6993 -1.0942 -5.7570 -0.452
C -1.6491 3.8156 3.2552 -0.747
N -1.0839 -2.2807 -0.9502 -0.817
C 1.9210 -5.1139 8.4007 -0.547
O -6.3748 1.7742 -3.2304 -0.548
H -3.9415 0.8469 -4.4796 0.279
C 1.6883 0.0213 3.9158 0.199
```

## Properties
Frontier orbital gap (eV): 6.92
Net charge: -1
E_HOMO (Ha): -0.1801
Multiplicity: 1

Short version: maximum force = 3.981, 8.431, 1.593 eV/A, in the order given.